This record from the OMol25 dataset describes 2 unconnected molecules or ions with the total composition C7H18. The level of theory is ωB97M-V/def2-TZVPD.

Its SMILES is CC(C)C.CCC. The spin multiplicity is 1. Its total charge is 0. The value obtained for the HOMO-LUMO gap is 12.3 eV. The value obtained for the energy above the lowest of the compared OMol25 structures with the same formula, charge and spin is 82.72 kJ/mol.

XYZ file:
```
25
Properties=species:S:1:pos:R:3:forces:R:3:lowdin_charge:R:1
C 0.804 -1.792 2.592 0.8 -0.1 1.4 -0.1100
C 0.331 -1.043 1.356 0.3 -0.9 0.4 -0.4692
C 1.579 -0.764 0.482 -0.5 0.9 -0.2 -0.0841
C -0.669 -1.847 0.548 -0.4 0.0 -1.7 -0.0941
H 1.621 -2.490 2.357 -0.2 0.2 0.1 0.0787
H 0.081 -2.348 3.186 -0.6 -0.2 -0.6 0.0673
H 1.160 -1.101 3.385 0.3 -0.1 -0.7 0.0810
H -0.164 -0.163 1.768 0.2 0.5 -0.5 0.1226
H 2.015 -1.675 0.065 -0.1 -0.2 0.4 0.0824
H 1.338 -0.152 -0.389 -0.2 -0.1 0.0 0.0361
H 2.350 -0.196 1.004 0.0 -0.2 0.2 0.0805
H -1.472 -2.398 1.021 0.3 -0.3 0.9 0.0717
H -1.250 -1.233 -0.144 0.2 0.5 0.0 0.0543
H -0.156 -2.511 -0.163 0.0 -0.2 0.5 0.0826
C -1.244 2.863 -1.293 0.5 0.6 1.1 -0.1218
C -0.517 1.530 -1.026 -0.5 -0.2 -1.3 -0.2968
C -0.243 0.982 -2.451 -0.3 -0.3 -0.2 -0.1278
H -0.783 3.715 -0.764 -0.6 -0.4 0.6 0.0721
H -1.118 3.247 -2.299 -0.3 -0.6 -0.5 0.0550
H -2.300 2.714 -1.051 0.1 0.6 -0.1 0.0733
H -1.133 0.860 -0.420 -0.3 0.0 -0.4 0.0741
H 0.361 1.591 -0.397 0.5 0.6 -0.3 0.0769
H 0.282 0.031 -2.566 0.3 0.2 0.3 0.0593
H 0.226 1.767 -3.042 0.7 -0.1 0.1 0.0622
H -1.154 0.845 -3.047 -0.3 -0.1 0.6 0.0734
```
Forces are in eV/Å.

This record from the OMol25 dataset describes a molecular structure, C7H18AlBNO3Tl. The level of theory is ωB97M-V/def2-TZVPD.

The spin multiplicity is 1. Its total charge is +2. The value obtained for the HOMO-LUMO gap is 2.7 eV.

XYZ file:
```
32
Properties=species:S:1:pos:R:3:forces:R:3:lowdin_charge:R:1
C -0.838 0.727 -2.943 -0.8 -0.5 -0.1 0.0117
C -1.747 -0.568 -3.249 0.7 -1.0 -3.5 -0.4125
O -1.554 -1.136 -4.339 -0.8 1.6 3.9 0.0917
O -2.767 -1.064 -2.397 2.2 1.5 0.3 -0.0286
C -2.478 -0.836 -0.996 -0.3 -0.1 0.6 -0.1595
C -1.177 -1.695 -0.528 -0.6 0.5 1.4 -0.1589
C -0.098 -0.767 0.269 -1.3 -1.0 0.1 -0.2422
C 0.928 -1.663 1.112 0.7 0.1 0.6 -0.3275
C 2.270 -0.917 1.590 -1.5 -2.6 0.6 -0.1924
Al 2.297 1.120 1.389 3.6 -2.3 -3.1 0.6019
B 0.730 2.120 2.340 -6.3 3.0 5.6 -0.3637
N 0.649 3.618 2.173 -0.1 -2.9 -2.4 0.2093
O -0.301 1.488 3.118 3.0 0.9 -3.1 0.1646
H -1.368 1.433 -2.223 1.0 -0.8 -0.9 0.0851
H -0.647 1.242 -3.951 -0.5 -0.9 1.6 0.1197
H 0.175 0.360 -2.574 -1.3 0.6 -0.3 0.0724
H -3.416 -1.169 -0.417 1.6 0.3 -1.0 0.1549
H -2.362 0.283 -0.736 0.1 -1.6 -0.6 0.1212
H -0.712 -2.277 -1.390 -0.9 0.9 0.8 0.0416
H -1.576 -2.463 0.221 0.8 0.9 -1.1 0.1365
H -0.739 -0.195 1.038 1.2 -0.6 -1.2 0.1180
H 0.387 -0.046 -0.470 -0.4 -0.9 1.1 0.0741
H 1.269 -2.560 0.429 -1.2 1.5 3.2 -0.1485
H 0.468 -2.161 2.037 0.2 0.8 -1.6 0.1518
H 3.152 -1.336 0.965 -0.9 1.5 0.6 0.0980
H 2.481 -1.274 2.668 -0.3 1.0 -1.5 0.1139
H 2.404 1.615 -0.128 -0.5 -0.1 0.3 -0.0332
H 3.648 1.665 2.101 -0.5 1.0 0.9 0.0791
H 0.594 3.746 1.136 0.9 0.8 0.8 0.1193
H -0.304 3.908 2.490 0.8 -0.4 0.2 0.1351
H -1.118 1.654 2.572 0.4 -0.5 0.8 0.1572
Tl 1.748 -2.853 -1.307 1.0 -0.8 -3.0 1.2100
```
Forces are in eV/Å.

This record from the OMol25 dataset describes 3 unconnected molecules or ions with the total composition C7H18BCl2NO9P2. The level of theory is ωB97M-V/def2-TZVPD.

Its SMILES is COP(=O)(OC)OC.COP(=O)(OC)OC.N#COB(Cl)Cl. The spin multiplicity is 1. Its total charge is 0. The value obtained for the HOMO-LUMO gap is 10.2 eV.

XYZ file:
```
40
Properties=species:S:1:pos:R:3:forces:R:3:lowdin_charge:R:1
C 4.481 -0.657 3.103 0.1 -0.5 0.6 -0.1094
O 3.931 0.217 2.134 0.3 0.5 -1.0 -0.2053
P 4.657 0.451 0.729 -0.3 0.4 -0.4 0.3896
O 3.829 1.160 -0.270 0.5 -0.6 1.0 -0.2364
O 5.148 -1.006 0.274 0.4 1.0 0.3 -0.2293
C 4.144 -1.957 -0.055 -0.4 -0.5 0.0 -0.1388
O 6.028 1.188 1.106 -0.7 -0.8 0.1 -0.2137
C 6.629 1.967 0.076 0.3 0.4 -0.5 -0.1077
H 3.727 -1.414 3.338 0.1 0.1 0.0 0.0919
H 5.386 -1.158 2.755 -0.1 0.1 0.0 0.0888
H 4.705 -0.097 4.012 0.0 0.0 -0.1 0.0909
H 3.203 -1.476 -0.328 0.1 0.0 0.0 0.0822
H 3.979 -2.617 0.798 0.0 0.1 -0.1 0.0596
H 4.493 -2.554 -0.899 0.0 0.1 0.1 0.0876
H 6.230 2.983 0.114 0.0 -0.1 -0.1 0.0917
H 6.441 1.540 -0.912 0.0 0.1 0.1 0.0872
H 7.708 2.004 0.239 -0.1 -0.1 0.2 0.0882
C -6.228 2.456 -2.476 -0.5 0.5 -0.3 -0.1088
O -5.664 1.196 -2.158 0.7 -0.5 0.8 -0.2036
P -4.717 1.015 -0.883 0.4 -0.6 -0.1 0.3908
O -4.439 -0.394 -0.530 -0.4 1.0 -0.4 -0.2453
O -5.426 1.865 0.277 0.7 0.0 -0.5 -0.2288
C -6.677 1.395 0.757 -0.6 -0.2 0.2 -0.1023
O -3.418 1.888 -1.222 -1.2 -0.2 0.1 -0.2104
C -2.218 1.525 -0.544 0.7 -0.2 0.3 -0.1027
H -7.314 2.337 -2.513 0.1 0.0 0.0 0.0914
H -5.982 3.226 -1.742 0.0 -0.1 0.0 0.0888
H -5.880 2.772 -3.459 0.1 -0.1 0.1 0.0922
H -6.812 0.329 0.559 0.1 0.0 0.0 0.0898
H -7.482 1.957 0.278 0.0 0.0 0.0 0.0865
H -6.723 1.563 1.834 0.1 0.0 -0.1 0.0923
H -1.693 0.764 -1.126 -0.1 0.0 0.1 0.0864
H -2.425 1.139 0.457 0.0 0.0 -0.1 0.0871
H -1.579 2.405 -0.453 -0.2 0.0 -0.1 0.0919
N 2.498 -4.395 -0.050 -6.0 1.3 -2.5 0.1902
C 1.417 -4.230 -0.584 3.1 -2.5 -0.6 -0.1888
O 0.340 -4.489 -1.499 1.2 1.4 4.4 0.0004
B -0.892 -4.341 -0.718 -0.9 0.0 0.4 -1.1197
Cl -1.825 -5.861 -0.200 1.4 2.0 -0.9 0.5889
Cl -1.577 -2.695 -0.219 1.1 -2.3 -0.8 0.6167
```
Forces are in eV/Å.

This record from the OMol25 dataset describes a molecular structure, C7H18BiClI2OP2. The level of theory is ωB97M-V/def2-TZVPD.

The spin multiplicity is 1. Its total charge is +2. The value obtained for the HOMO-LUMO gap (spin up / spin down) is 6.4 / 6.4 eV. The value obtained for the energy above the lowest of the compared OMol25 structures with the same formula, charge and spin is 0.00 kJ/mol.

XYZ file:
```
32
Properties=species:S:1:pos:R:3:forces:R:3:lowdin_charge:R:1
I -1.758 -0.995 -2.033 -0.1 -0.2 0.3 0.3866
I 1.582 0.775 2.264 -0.3 -0.3 0.1 0.3889
Bi 0.006 0.010 -0.017 2.5 3.1 -3.3 0.3755
P 1.783 -1.737 -0.674 -0.2 0.5 -0.1 0.6037
C 1.446 -3.227 0.184 0.1 -1.1 0.4 -0.2152
C 1.705 -1.963 -2.413 -0.1 -0.5 -0.9 -0.2608
H 2.624 -2.536 -2.636 -0.3 0.1 -0.2 0.0932
H 4.059 -1.794 -0.773 0.0 0.3 0.2 0.0930
H 1.716 -1.014 -2.962 0.1 -0.1 0.2 0.0556
H 3.519 -0.080 -0.637 -0.1 -0.2 0.0 0.0563
H 0.465 -3.645 -0.082 0.3 0.1 -0.1 0.0805
H 0.818 -2.541 -2.710 0.4 0.1 0.1 0.0353
C 3.367 -1.099 -0.263 0.9 0.1 0.5 -0.2600
H 2.243 -3.924 -0.151 -0.5 0.1 0.3 0.1010
H 3.546 -1.116 0.821 0.0 -0.1 -0.4 0.0359
H 1.509 -3.102 1.274 0.1 0.0 -0.3 0.0799
P -1.559 2.022 0.358 0.5 -0.2 -0.3 0.6036
C -2.809 1.553 1.493 -0.9 0.0 0.7 -0.2153
C -0.605 3.365 0.964 0.3 0.7 0.6 -0.2587
H -1.479 2.572 -1.978 0.0 0.0 0.2 0.0552
H -2.697 3.463 -0.994 0.0 -0.3 -0.3 0.0930
H -3.010 1.765 -1.526 0.2 0.3 0.1 0.0348
C -2.241 2.477 -1.196 -0.7 0.2 -0.7 -0.2617
H 0.287 3.554 0.356 -0.2 -0.1 0.0 0.0572
H -1.298 4.223 0.889 0.4 -0.1 0.1 0.0933
H -3.440 2.461 1.598 0.1 -0.5 0.2 0.1011
H -2.399 1.282 2.476 -0.1 0.2 -0.2 0.0801
H -0.303 3.214 2.010 -0.2 0.1 -0.3 0.0365
H -3.425 0.727 1.112 0.1 0.3 0.0 0.0803
Cl 1.258 1.555 -1.599 -0.1 -0.1 0.1 -0.0588
O -1.516 -1.930 2.117 -0.9 -1.1 1.3 0.2657
C -1.004 -1.276 1.395 -1.2 -1.5 1.6 -0.3555
```
Forces are in eV/Å.

This record from the OMol25 dataset describes a molecular structure, C7H18ClI2O4P2Tl. The level of theory is ωB97M-V/def2-TZVPD.

The spin multiplicity is 1. Its total charge is +2. The value obtained for the HOMO-LUMO gap (spin up / spin down) is 3.0 / 2.9 eV. The value obtained for the energy above the lowest of the compared OMol25 structures with the same formula, charge and spin is 152.65 kJ/mol.

XYZ file:
```
35
Properties=species:S:1:pos:R:3:forces:R:3:lowdin_charge:R:1
I -1.917 -1.755 -0.892 0.0 0.8 0.0 0.9320
I -2.100 2.036 -1.086 -0.6 -0.9 0.5 0.8796
Tl 2.180 0.587 0.061 0.2 -0.9 -0.4 0.6649
P 0.176 -0.084 -3.007 -0.3 -0.2 -3.1 0.8036
C -1.383 -0.063 -3.970 -0.8 0.1 0.8 -0.3072
C 1.020 1.333 -3.798 0.5 1.0 1.4 -0.2339
H 2.027 -1.580 -3.343 -0.1 -0.1 -0.3 0.0408
H 1.208 -1.211 -4.906 -0.2 0.3 0.3 0.0872
H 0.489 -2.376 -3.743 0.1 0.1 0.0 0.0650
C 1.058 -1.445 -3.844 0.4 -0.9 1.5 -0.2187
H 2.013 1.471 -3.348 -0.1 0.0 -0.3 0.0538
H 1.138 1.157 -4.876 -0.2 -0.3 0.3 0.0866
H -1.170 -0.023 -5.048 0.3 0.0 0.3 0.0861
H -1.971 0.814 -3.680 0.1 -0.2 -0.3 -0.0104
H 0.456 2.259 -3.639 0.1 -0.2 -0.1 0.0578
H -1.973 -0.950 -3.734 0.1 0.1 -0.2 0.0094
C -3.133 0.132 -0.554 -2.6 0.5 1.4 -1.0433
O -4.220 0.082 -0.065 3.7 0.0 -1.7 -0.0058
Cl 4.064 -0.911 -0.914 -0.9 0.6 0.4 -0.1848
C -1.576 1.716 2.976 -0.1 0.8 0.1 -0.1100
O -1.648 0.379 2.511 0.8 -1.5 -0.2 -0.3708
P -0.848 -0.856 3.208 0.7 1.0 1.1 0.9568
O -0.310 -0.228 4.628 -0.4 -0.7 -1.6 -0.3322
C 0.798 0.669 4.812 0.2 0.4 0.3 -0.0962
O 0.532 -0.972 2.244 -0.3 0.4 -0.2 -0.5021
C 1.449 -2.082 2.496 0.3 0.1 0.4 -0.1036
H -2.193 2.272 2.281 -0.1 0.3 0.1 0.0708
H -0.559 2.098 2.931 0.1 0.0 0.0 0.0814
H -1.951 1.826 3.996 -0.1 -0.1 -0.1 0.1086
H 1.505 0.678 3.974 -0.2 -0.2 0.1 0.0786
H 0.423 1.688 4.949 0.0 -0.2 0.0 0.0896
H 1.302 0.359 5.726 0.0 0.0 -0.2 0.1045
H 2.242 -2.047 1.734 -0.4 -0.1 0.1 0.0594
H 0.922 -3.051 2.453 0.2 0.5 0.1 0.1018
H 1.949 -1.923 3.466 -0.4 -0.3 -0.3 0.1007
```
Forces are in eV/Å.

This record from the OMol25 dataset describes a molecular structure, C7H18ClOSmSn. The level of theory is ωB97M-V/def2-TZVPD.

The spin multiplicity is 6. Its total charge is 0. The value obtained for the HOMO-LUMO gap (spin up / spin down) is 6.3 / 6.2 eV. Its expectation value of S² is 8.771.

XYZ file:
```
29
Properties=species:S:1:pos:R:3:forces:R:3:mulliken_spin:R:1
Sm 0.147 -0.232 -2.908 -0.1 0.4 -0.7 5.1006
Cl 1.015 -2.096 -1.336 -0.8 0.3 1.3 -0.0079
C 2.153 0.988 -3.049 0.2 -0.1 -0.5 -0.0259
C -1.172 -1.604 -4.299 0.2 0.1 -0.4 -0.0468
H 2.195 1.397 -4.061 0.4 0.2 -0.2 -0.0002
H 2.268 1.808 -2.340 0.0 0.1 0.1 -0.0005
H 2.987 0.291 -2.922 0.2 0.1 0.0 -0.0004
H -1.118 -1.178 -5.303 -0.2 -0.2 -0.4 0.0025
H -2.219 -1.707 -4.018 -0.2 0.0 0.0 0.0013
H -0.712 -2.597 -4.321 -0.1 -0.1 -0.1 -0.0003
Sn -0.789 -0.271 0.114 0.3 2.0 1.0 -0.0075
C -2.181 -1.407 1.286 0.3 -0.5 -0.5 -0.0005
C -1.336 1.069 -1.448 -0.3 -0.7 0.1 -0.0204
H -3.159 -1.039 0.944 0.3 -0.2 0.2 0.0001
H -2.046 -2.465 1.013 -0.3 0.4 0.3 0.0001
H -2.034 -1.249 2.361 0.0 0.0 -0.4 0.0001
H -2.390 0.933 -1.757 0.4 -0.2 0.4 0.0025
H -1.097 2.141 -1.354 0.3 -0.6 0.5 0.0010
C 2.142 0.435 3.054 0.0 0.1 0.2 -0.0001
C 0.690 0.291 2.607 0.1 -0.2 0.0 0.0001
C -0.289 1.143 3.409 0.2 0.1 0.2 0.0000
O 0.616 0.654 1.232 -0.9 -0.8 -0.9 0.0018
H 2.472 1.483 3.003 -0.2 -0.3 -0.1 0.0000
H 2.804 -0.174 2.425 -0.2 0.2 0.1 0.0000
H 2.242 0.092 4.092 0.0 0.1 -0.2 0.0000
H 0.408 -0.776 2.729 0.1 0.3 0.1 0.0000
H -0.006 2.208 3.361 -0.1 -0.4 0.0 0.0000
H -1.317 1.041 3.026 0.3 0.0 0.1 -0.0001
H -0.273 0.822 4.461 -0.1 0.2 -0.2 0.0000
```
Forces are in eV/Å.

It is found that the max |F| values, taken in the order of the records, are 1.783 8.958 6.616 5.138 4.037 2.220 eV/Å.